Formula: C11H10NO3
Source: OMol25
Level of theory: wB97M-V/def2-TZVPD

The geometry in XYZ format:
```
25
C11H10NO3 | OMol25 | wB97M-V/def2-TZVPD
C 3.03765 0.95149 -0.27674
C 3.14928 -0.40791 -0.02821
C 1.96637 1.47151 0.49218
C 2.18877 -0.65965 1.04978
C -1.62974 -2.32940 -0.10557
C -0.59393 -1.78961 -0.86812
C -2.55903 -1.56147 0.53075
C -0.48138 -0.40019 -0.91417
C -1.36544 1.90481 -0.57655
C -2.57906 -0.15355 0.36377
C -1.49547 0.41598 -0.36712
N 1.49694 0.41398 1.39029
O -0.28529 2.41734 -0.82021
O -2.43208 2.51717 -0.35024
O -3.53118 0.61062 0.94606
H 3.61040 1.63549 -0.95438
H 3.87721 -1.17013 -0.51380
H 1.89325 2.30117 1.11497
H 2.11342 -1.58589 1.40487
H -1.55972 -3.33017 -0.08775
H 0.20976 -2.48068 -1.40249
H -3.24836 -1.95818 1.12291
H 0.41703 -0.08841 -1.46233
H 0.95999 1.79927 -0.16451
H -3.15937 1.47638 0.47660
```

The total charge is -1. As for the energy relative to the best compared isomer or geometry (same formula, charge and spin): 51.86 kcal per mole. The multiplicity is 1. The calculation puts the HOMO energy at -4.8 eV. The calculation puts the lowest unoccupied orbital energy at 3.57 eV.

***

Formula: C12H12S2
Source: OMol25
Level of theory: wB97M-V/def2-TZVPD

The geometry in XYZ format:
```
26
C12H12S2 | OMol25 | wB97M-V/def2-TZVPD
C 4.83431 -1.27533 -1.68087
C 3.33500 -1.30730 -1.48251
S 2.83726 0.40868 -1.87016
C 1.20271 0.26436 -1.50521
C 0.55513 0.47116 -0.34986
C -0.85937 -0.03009 -0.33390
C -1.77469 0.31830 0.66672
C -1.37356 0.63079 2.07656
C -2.31358 1.04876 3.04602
C -3.62855 1.14453 2.66332
C -3.97131 1.05670 1.38604
C -3.10145 0.65298 0.32829
C -1.23228 -0.51156 -1.53665
S 0.16749 -0.52874 -2.69122
H 5.03073 -0.80549 -2.72622
H 5.26362 -0.65425 -0.96404
H 5.45930 -2.22460 -1.58883
H 3.10684 -1.64964 -0.37182
H 2.62454 -2.04131 -2.09777
H 0.91422 0.87438 0.66196
H -0.44240 0.34519 2.56862
H -1.99595 1.09314 4.09963
H -4.19447 1.44530 3.47835
H -4.81686 1.51246 1.04342
H -3.46426 0.45984 -0.76899
H -2.16241 -0.69826 -2.05087
```

Its SMILES is CCSc1cc(-c2ccccc2)cs1. As for the energy relative to the best compared isomer or geometry (same formula, charge and spin): 49.53 kcal per mole. The multiplicity is 1. The calculation puts the HOMO energy at -8.3 eV. The calculation puts the lowest unoccupied orbital energy at 0.44 eV.

***

Formula: C6H10Cl3P
Source: OMol25
Level of theory: wB97M-V/def2-TZVPD

The geometry in XYZ format:
```
20
C6H10Cl3P | OMol25 | wB97M-V/def2-TZVPD
C 0.05146 -0.14107 1.14443
C 0.23625 -0.08050 -0.35705
C -0.04234 1.40220 -0.77844
C -0.80731 -1.00768 -1.00542
P 1.91125 -0.50782 -1.04187
C 3.18516 -0.69488 0.63707
Cl 4.45312 -1.81385 0.52480
C 3.13348 0.55966 -0.09654
Cl 2.89097 1.92520 0.97072
Cl 4.61890 0.81142 -0.99393
H -0.03161 0.78196 1.71039
H -0.91888 -0.78637 1.39636
H 0.82965 -0.78313 1.60102
H -1.06338 1.40279 -0.92564
H 0.52629 1.91567 -1.61147
H 0.16948 2.17752 0.07911
H -0.73878 -0.84136 -2.01469
H -0.47331 -1.93067 -0.64426
H -1.73872 -0.81547 -0.66799
H 2.51976 -0.85002 1.49758
```

Its SMILES is CC(C)(C)P1[C@@H](Cl)C1(Cl)Cl. As for the energy relative to the best compared isomer or geometry (same formula, charge and spin): 0.00 kcal per mole. The multiplicity is 1. The calculation puts the HOMO energy at -8.9 eV. The calculation puts the lowest unoccupied orbital energy at 0.39 eV.

***

Formula: C20H28AlNO2
Source: OMol25
Level of theory: wB97M-V/def2-TZVPD

The geometry in XYZ format:
```
52
C20H28AlNO2 | OMol25 | wB97M-V/def2-TZVPD
O -4.77107 0.69292 0.91766
C -6.09022 0.19395 0.24856
C -6.98172 0.73845 1.32894
H -6.00642 -0.88979 0.19419
H -6.22824 0.72957 -0.70899
C -5.71516 1.02420 2.09432
H -7.65512 0.03487 1.80070
H -7.54926 1.60512 1.00073
C -5.67674 0.05681 3.26439
H -6.13581 -0.91386 3.02743
H -6.32615 0.43586 4.06691
H -4.70386 -0.08471 3.72423
C -5.59095 2.46519 2.51174
H -5.92100 3.12886 1.71373
H -4.57036 2.70611 2.80464
H -6.24467 2.65813 3.36995
Al -2.81960 0.61131 0.72269
C 0.60796 0.63148 0.20806
C 1.15895 0.30423 -1.06218
C 0.65877 1.22527 -2.02496
H 1.83933 -0.51511 -1.25049
C -0.18676 2.13864 -1.32673
C -0.32333 1.68759 0.05181
H -0.74084 2.29667 0.86330
H 0.89113 0.16606 1.14487
H 0.86714 1.24666 -3.09837
H -0.62779 3.06144 -1.72064
C -1.09087 -0.97101 2.91868
C -1.49973 0.32396 3.30624
C -2.76669 0.57152 2.69780
H -1.02170 0.94231 4.05811
C -3.23323 -0.74768 2.06010
C -2.09711 -1.59772 2.16967
H -2.03676 -2.57680 1.69747
H -0.13510 -1.42752 3.16777
H -3.33227 1.46397 2.75799
H -4.27438 -1.08046 2.04651
O -3.12621 2.26322 -1.32795
C -3.90953 3.47328 -0.95993
C -5.10204 3.44887 -1.90015
H -3.32878 4.38037 -1.11965
H -4.17683 3.52509 0.10609
C -4.37545 2.87783 -3.10487
H -5.69017 4.37093 -2.00690
H -5.78817 2.67981 -1.54034
C -3.72504 1.65415 -2.49298
H -3.56157 3.52187 -3.46988
H -4.97660 2.52797 -3.92367
H -2.96645 1.14426 -3.12643
H -4.50122 0.91003 -2.17756
N -2.97422 -1.37120 -1.74268
C -2.72664 -0.68554 -0.82357
```

The multiplicity is 1. The calculation puts the HOMO energy at -6.0 eV. The calculation puts the lowest unoccupied orbital energy at -0.14 eV.

***

Asked for electronic energy across the records above, the calculation gives -705.642153 -1260.744893 -1956.446076 -1226.340034 Eh in order.